Formula: C51H56As2Ge2N3O3Pb
Source: the Open Molecules 2025 dataset
Level of theory: ωB97M-V with the def2-TZVPD basis set

Last column: Löwdin spin population.
Atoms and positions in Å:
H  6.1915  0.3192  -2.1060  0.000
C  3.9294  1.6549  1.6711  0.000
H  -2.4171  3.3987  -0.4241  0.000
H  3.5909  -0.4239  2.1167  0.000
C  -2.1788  0.4661  5.4469  0.013
H  4.2461  3.7674  1.5631  0.000
C  -1.6081  -3.0333  6.1134  0.020
C  1.6815  -4.8588  0.5081  0.000
H  3.9120  2.1550  5.5135  0.000
C  -4.0376  -2.3747  2.3559  0.019
H  2.2116  -2.8538  1.0551  0.000
C  -0.7817  -3.7846  0.2096  0.002
H  -2.8357  -1.0665  -5.7086  0.000
C  -3.2190  -0.4393  -1.1920  0.003
C  -5.4173  -0.0791  1.6190  -0.002
C  3.4401  -0.1755  -0.8706  0.007
C  4.0891  3.1080  3.5977  0.000
H  -2.3340  2.9980  1.2921  0.001
C  -1.6363  0.6225  4.1732  0.060
H  8.4325  -0.2183  2.2532  0.000
C  -1.9190  2.7620  0.3021  0.000
As  4.2814  1.5299  -0.2353  0.000
Ge  -1.4964  -0.9254  2.9483  0.278
C  -3.1575  1.0427  -0.8120  0.002
H  -1.0482  3.9647  4.2740  0.000
H  -1.9029  -1.9582  -1.6664  0.000
As  1.2439  1.3100  -2.3088  0.044
C  8.5273  -0.6314  0.1499  0.000
C  3.7139  0.7606  3.8958  0.000
H  -5.8449  -3.4309  1.8775  0.000
O  -4.0327  1.8026  -1.2174  0.007
C  6.6829  0.1985  -1.1443  0.000
H  -2.6938  -2.9314  6.1308  0.000
C  0.2001  -0.7730  -4.2231  0.000
H  -1.3415  -3.9943  6.5581  0.003
H  -2.5618  -4.9360  3.9222  0.000
C  3.7128  0.5773  2.5198  0.000
H  -3.9090  -0.5385  -2.0304  0.001
C  7.9457  -0.1045  1.2928  0.000
H  -1.2600  2.1509  -3.3601  0.000
H  4.2342  -0.9140  -0.9693  0.000
C  2.9349  3.5926  -2.8085  0.001
H  -0.8992  -5.5043  3.7125  0.001
H  -1.7658  -3.3273  0.1239  0.000
C  3.9155  2.0213  4.4387  0.000
C  -2.1761  0.6299  -4.5647  0.000
C  2.1446  2.6346  -3.4386  0.014
C  2.0417  2.6404  -4.8255  0.003
H  3.5704  -0.0794  4.5523  0.000
C  0.8885  -7.1657  -0.1298  0.000
O  0.3835  2.1896  0.7136  0.041
H  0.0658  -7.6219  -0.6770  0.000
C  3.5657  4.4985  -4.9438  0.000
C  -2.3098  1.5563  6.2965  0.003
C  -1.9077  2.8184  5.8759  -0.001
C  -3.3960  -1.1377  2.4331  0.048
H  4.2788  5.2416  -3.0598  0.000
Ge  -0.9062  -3.0112  4.2651  0.044
H  2.9706  3.6303  -1.7281  0.000
C  2.7474  3.5727  -5.5747  0.001
C  -4.1063  0.0086  2.0618  0.017
C  6.0712  0.7135  0.0012  0.000
H  1.2201  -4.3712  4.6074  0.000
H  -5.9462  0.8177  1.3207  0.000
H  2.7188  -0.5552  -0.1432  0.008
C  -1.1420  1.1731  -3.8178  0.000
H  -1.1687  -2.2401  6.7189  0.000
H  -3.5035  -3.2735  2.6436  0.001
C  -5.3554  -2.4653  1.9236  0.000
H  2.6832  -5.2483  0.6486  0.000
N  -2.1145  1.3583  -0.0225  0.008
H  0.9742  -7.6598  0.8402  0.000
H  1.5750  -3.0059  3.5391  0.000
H  -2.0096  3.6690  6.5388  0.000
H  -0.7130  -2.3004  -5.4215  0.000
H  6.2990  0.9710  2.1249  0.000
C  1.0421  -3.3067  4.4397  0.000
H  1.4108  1.9170  -5.3279  0.000
H  -3.6313  -0.9845  -0.3373  0.000
Pb  -0.3864  -0.0177  0.4167  0.248
C  3.6556  4.5102  -3.5585  0.000
C  4.1037  2.9201  2.2243  0.000
C  -1.3712  2.9854  4.6073  0.000
H  8.3425  -0.8669  -1.9788  0.000
C  -1.5950  -4.6971  3.4751  0.004
C  0.6535  -5.6982  0.0855  0.001
H  4.2040  4.1029  4.0099  0.000
H  -1.7111  -4.6542  2.3957  0.000
C  -0.8355  -1.3214  -4.9739  0.000
C  1.4128  -3.5230  0.7498  0.002
H  4.1236  5.2174  -5.5312  0.000
H  1.8179  -7.3405  -0.6713  0.000
H  -0.7718  2.0259  2.7884  0.002
H  -2.7320  1.4160  7.2842  0.000
C  -0.4278  3.1385  0.3722  0.003
O  -0.1060  4.2945  0.1282  0.006
C  6.7302  0.5681  1.2184  0.000
C  2.7983  0.0471  -2.2502  0.000
H  1.1185  -1.3358  -4.1083  0.000
H  -7.0642  -1.3888  1.1949  0.001
C  -1.2320  1.8920  3.7625  0.006
H  9.4689  -1.1628  0.2105  0.000
C  7.8952  -0.4703  -1.0758  0.000
C  -0.6012  -5.1251  -0.0888  0.000
C  -2.0263  -0.6285  -5.1382  0.000
C  0.0588  0.4771  -3.6306  0.001
H  -1.5214  -0.5107  -2.3279  0.000
H  3.5755  0.4453  -2.9018  0.000
N  -1.8756  -0.9618  -1.4866  0.043
C  -6.0415  -1.3194  1.5450  0.018
H  2.4554  -0.9047  -2.6599  0.000
H  2.6543  3.5750  -6.6537  0.000
H  -2.4995  -0.5159  5.7794  0.002
H  -1.4368  -5.7213  -0.4364  0.000
H  -3.6183  0.9761  2.1124  0.001
N  0.2006  -2.9829  0.6207  0.009
H  -3.1060  1.1742  -4.6731  0.000
H  1.4557  -2.7616  5.2855  0.000

## Properties
* ⟨S²⟩: 0.76
* LUMO (spin up / spin down): 0.118 / -2.250 eV
* multiplicity: 2
* frontier orbital gap (spin up / spin down): 7.55 / 5.73 eV
* HOMO energy (spin up / spin down): -7.4 / -8.0 eV

---

Formula: C8H15NO3Ti
Source: the Open Molecules 2025 dataset
Level of theory: ωB97M-V with the def2-TZVPD basis set

Last column: Löwdin spin population.
Atoms and positions in Å:
H  0.0446  -1.2736  3.1022  0.011
C  0.5877  -0.4907  2.5940  0.093
H  -2.5369  -1.9466  0.7363  0.004
H  1.3224  0.1971  -3.1122  0.010
C  -2.4684  -0.0711  -0.4966  0.035
H  0.0571  -0.7827  -2.6600  0.003
C  1.4243  1.3588  1.6744  0.132
C  -2.0351  -1.6540  -0.1860  0.023
C  0.3847  1.0584  -1.4472  0.041
C  0.3087  0.2762  -2.7193  0.031
H  -0.2856  0.7059  -3.5257  0.003
H  1.7962  -0.2887  -1.0954  0.039
N  2.2560  0.3331  1.2929  0.252
Ti  -0.1933  -0.0581  0.4554  1.713
O  1.2876  0.3508  -0.5915  0.091
H  -2.3920  -2.4342  -0.8583  0.006
H  -0.5708  1.0980  -0.9242  0.011
H  -2.1950  0.0693  -1.5424  0.004
H  3.1354  0.4692  0.8152  0.026
C  0.4031  0.8677  2.4731  0.067
O  -0.6858  -2.0692  0.0858  0.061
H  -3.5581  -0.0461  -0.4871  0.013
C  1.6969  -0.8029  1.7951  0.226
O  -1.9508  0.9811  0.3301  0.037
H  -0.3731  1.4716  2.9195  0.007
H  2.1667  -1.7622  1.6362  0.028
H  1.6247  2.3725  1.3603  0.017
H  0.7488  2.0704  -1.6245  0.012

## Properties
* ⟨S²⟩: 3.76
* LUMO (spin up / spin down): 3.056 / 2.953 eV
* multiplicity: 4
* frontier orbital gap (spin up / spin down): 2.83 / 6.68 eV
* net charge: -1
* HOMO energy (spin up / spin down): 0.2 / -3.7 eV

---

Formula: C4H3NS
Source: the Open Molecules 2025 dataset
Level of theory: ωB97M-V with the def2-TZVPD basis set

Last column: natural (NBO) charge in e.
Atoms and positions in Å:
S  -1.4587  -0.8104  -1.0918  0.216
C  -1.5917  -1.0465  0.9662  -0.097
C  1.0312  0.7334  -0.7111  -0.656
C  -0.1013  -0.0649  -0.0967  0.167
C  -1.2473  -0.9629  2.2326  0.054
N  -0.3370  -0.2940  1.1021  -0.389
H  0.8515  1.6818  -0.2890  0.246
H  0.8884  0.4904  -1.6852  0.221
H  1.9650  0.2732  -0.4269  0.238

## Properties
* LUMO: -1.246 eV
* multiplicity: 1
* frontier orbital gap: 8.25 eV
* HOMO energy: -9.5 eV

---

Formula: C35H33ClN4Si2V
Source: the Open Molecules 2025 dataset
Level of theory: ωB97M-V with the def2-TZVPD basis set

Last column: Löwdin spin population.
Atoms and positions in Å:
C  -1.9725  5.1653  1.0182  -0.001
H  0.6491  3.1519  -4.8251  0.000
H  -1.1901  0.5799  1.8233  -0.003
H  1.7658  2.2770  -0.7749  0.002
C  -0.4541  -0.6961  0.6281  0.057
C  0.9709  2.3481  -1.5439  0.007
H  1.2927  -3.2501  -3.0716  -0.002
C  1.9647  -0.9472  -4.2979  -0.001
H  -1.2236  -0.3310  5.6398  0.004
H  -4.9237  3.5472  1.7717  0.000
C  -1.6790  2.7252  1.0436  -0.002
C  0.7039  -0.8201  4.5315  -0.004
H  2.3752  -0.3939  3.0806  0.004
H  0.8909  1.7846  2.3581  0.010
C  -1.6048  -0.7698  -0.2692  0.061
C  0.2066  -1.1632  -1.8379  0.030
H  0.9468  -5.4640  1.6867  0.001
H  2.0401  1.3145  -6.8076  0.000
C  0.3668  2.8353  -3.8370  0.000
N  0.9874  -2.2638  1.9925  0.056
C  2.3844  0.7007  -5.9762  0.000
H  -0.1442  4.1166  0.4883  0.000
C  -1.1797  4.0164  0.8383  0.003
C  1.2361  -0.7139  -1.0139  0.246
H  -2.6062  -0.9703  0.1559  0.003
C  -2.4480  -3.1914  4.2921  0.001
C  2.1573  -2.4959  1.2917  0.010
C  0.5764  0.9898  3.0622  0.010
V  -0.7255  -0.5708  2.6226  1.761
H  -3.0429  -2.6076  4.9996  0.000
C  1.3206  2.8085  -2.8132  0.006
C  1.5222  -0.2389  -5.4189  0.000
H  2.3361  3.1526  -3.0191  0.000
C  -0.8067  -3.5966  2.9190  0.005
Si  -0.7236  1.0673  0.4645  0.132
H  2.8878  -1.7208  1.0098  0.001
H  5.1907  0.0508  -4.0972  0.000
N  -1.4127  -2.5981  3.5445  0.012
H  0.5184  -0.3821  -5.8230  0.000
H  1.6520  -0.0407  1.0087  0.007
N  1.1690  -4.4419  1.6153  0.000
C  3.6744  0.8519  -5.4428  0.000
C  0.8911  -0.2562  0.2662  0.095
H  -1.6930  2.4914  -4.3449  0.000
H  -3.2756  -5.3134  4.2447  0.000
H  -1.2890  1.8947  3.9786  0.002
C  -1.1702  -1.0812  -1.5901  0.267
H  4.3196  1.6301  -5.8486  0.000
H  -0.4010  -2.1346  -4.0932  0.001
H  -1.5268  6.1754  0.9592  0.000
Si  0.6810  -1.9471  -3.3688  -0.006
C  -1.3079  2.0385  -2.2647  0.006
C  3.2872  -0.9008  -3.8271  0.000
N  -1.4021  -4.8025  3.1908  0.001
C  -2.5299  -4.5355  4.0024  0.000
C  -0.3357  1.9322  -1.2508  0.024
H  -1.9379  -1.2484  -2.3714  0.014
H  1.1158  -1.6897  5.1314  0.000
C  -0.5017  -0.0910  4.8411  0.058
C  -0.5503  1.0678  3.9574  -0.006
H  -2.3650  1.7925  -2.0625  0.000
H  2.9492  -4.3569  0.3229  0.001
C  -3.8769  3.7007  1.4962  0.000
H  -3.4419  1.5653  1.4653  0.001
C  -0.9397  2.4450  -3.5516  0.006
C  2.2430  -3.8204  0.9853  0.006
H  -1.0411  -5.6949  2.8559  0.000
C  -3.3433  4.9918  1.3299  0.005
C  4.1471  0.0087  -4.4302  0.000
C  -3.0388  2.5742  1.3532  0.007
H  -3.9696  5.8770  1.4739  0.000
H  3.6264  -1.5478  -3.0079  0.000
C  0.3940  -3.4498  2.1375  0.005
C  1.3556  -0.1624  3.4571  0.047
H  2.2881  -0.6621  -1.3020  0.013
Cl  -3.0100  -0.3063  2.8476  0.040

## Properties
* ⟨S²⟩: 3.80
* LUMO (spin up / spin down): -0.146 / -0.163 eV
* multiplicity: 4
* frontier orbital gap (spin up / spin down): 5.73 / 7.20 eV
* HOMO energy (spin up / spin down): -5.9 / -7.4 eV

---

Energy above the lowest of the compared OMol25 structures with the same formula, charge and spin in kJ/mol, matching the order above: 132.7 193.9 557.5 380.4
Molecular weight in g/mol, matching the order above: 1261.3 221.1 97.1 652.2